Molecular formula: C25H42BrO14P
Method: DFT, ωB97M-V/def2-TZVPD

E_HOMO: -9.974 eV
net charge: 0

Each line ends with the Mulliken charge.
Cartesian coordinates (Å):
C (2.50867, -2.18605, -1.13112)  -1.7096
C (2.84065, -0.71495, -1.50947)  1.9014
C (4.02374, -0.68569, -2.49746)  -1.4974
C (3.10138, 0.02902, -0.19160)  -0.9094
C (3.71815, 1.41488, -0.24696)  -0.6214
O (2.70560, 2.46928, -0.28922)  -0.2583
P (2.46899, 3.27831, -1.61555)  0.9453
O (3.00834, 4.63896, -1.58159)  -0.7255
O (3.03397, 2.39265, -2.79006)  -0.2389
O (0.85234, 3.41359, -1.76981)  -0.3801
Br (0.00062, 2.10872, -2.73923)  0.1140
H (1.70211, -2.58373, -1.74001)  0.2999
H (3.38532, -2.82023, -1.27179)  0.5637
H (2.22740, -2.27453, -0.08557)  0.3057
H (1.93082, -0.33112, -1.96152)  -0.3117
H (3.69751, -0.29234, -3.45959)  0.2348
H (4.39601, -1.68700, -2.70621)  0.5039
H (4.87222, -0.10104, -2.14859)  0.2701
H (2.12443, 0.16196, 0.27652)  0.1216
H (3.67552, -0.61387, 0.47695)  0.4845
H (4.23795, 1.57891, 0.69511)  0.4040
H (4.45293, 1.54873, -1.03495)  0.3072
H (2.67058, 2.63272, -3.65411)  0.2699
O (4.10085, 2.41085, -6.92977)  -0.5918
C (4.56809, 3.26233, -6.23399)  0.3803
O (4.03259, 3.58901, -5.03207)  -0.1890
C (4.72842, 4.71709, -4.45350)  -0.2692
C (6.09280, 4.71694, -5.13189)  -0.5747
C (5.76549, 4.14904, -6.51342)  -0.4005
H (4.15278, 5.61886, -4.66668)  0.2302
H (4.77534, 4.58416, -3.37737)  0.2448
H (6.55656, 5.70059, -5.15081)  0.3619
H (6.76527, 4.03705, -4.60711)  0.2707
H (5.45995, 4.92519, -7.21661)  0.2537
H (6.57559, 3.56609, -6.94164)  0.3000
O (0.02892, -1.01712, -0.41526)  -0.4266
C (-1.16970, -0.98152, -0.41286)  0.3509
O (-1.94884, -2.07004, -0.27621)  -0.4552
C (-3.34137, -1.69949, -0.41466)  -0.4173
C (-3.39288, -0.20769, -0.10337)  0.2246
C (-2.02117, 0.25125, -0.59265)  -0.3377
H (-3.65143, -1.92272, -1.43743)  0.0680
H (-3.93553, -2.29900, 0.26780)  0.4311
H (-4.23306, 0.29927, -0.57403)  0.4383
H (-3.46725, -0.06216, 0.97177)  -0.4920
H (-2.01620, 0.51041, -1.65060)  0.0702
H (-1.61621, 1.07484, -0.01077)  0.4105
O (-6.24860, -3.47882, -2.28770)  -0.5846
C (-5.31981, -4.22305, -2.39530)  0.5775
O (-4.55333, -4.58524, -1.33918)  -0.3345
C (-3.44386, -5.38998, -1.77908)  -0.3206
C (-3.88160, -5.97385, -3.11731)  -0.4879
C (-4.78235, -4.86590, -3.66089)  -0.4440
H (-2.56706, -4.74514, -1.87058)  0.1617
H (-3.24451, -6.14833, -1.02661)  0.3328
H (-3.04567, -6.23001, -3.76454)  0.3235
H (-4.46940, -6.87768, -2.95246)  0.2641
H (-4.21913, -4.11357, -4.21536)  0.2428
H (-5.59856, -5.23648, -4.27380)  0.3110
O (-3.25024, -0.45260, 3.23931)  -0.6625
C (-3.68058, 0.53194, 3.77392)  0.6147
O (-4.97270, 0.63090, 4.15943)  -0.3938
C (-5.23424, 1.94928, 4.67781)  -0.4727
C (-3.87178, 2.48515, 5.09983)  -0.4481
C (-2.94391, 1.81372, 4.09145)  -0.3252
H (-5.69232, 2.54531, 3.88535)  0.2647
H (-5.93746, 1.86368, 5.50254)  0.3254
H (-3.81991, 3.57203, 5.09991)  0.4016
H (-3.62793, 2.13555, 6.10188)  0.1736
H (-2.84797, 2.40173, 3.17524)  0.2679
H (-1.96527, 1.59651, 4.50449)  0.2844
O (-1.34676, 1.10090, 6.41245)  -0.5961
C (-0.70577, 0.10314, 6.59114)  0.5044
O (0.56212, -0.02430, 6.15436)  -0.3386
C (1.04398, -1.35850, 6.40161)  -0.4312
C (0.16990, -1.89348, 7.52995)  -0.4952
C (-1.15430, -1.17946, 7.26140)  -0.4225
H (0.93642, -1.93625, 5.48193)  0.2706
H (2.09761, -1.30520, 6.66246)  0.3078
H (0.10030, -2.97881, 7.53791)  0.3311
H (0.57132, -1.57433, 8.49258)  0.2619
H (-1.78486, -1.72858, 6.55989)  0.2391
H (-1.71598, -0.96069, 8.16493)  0.3418

Cartesian forces, eV/Å:
0.349 0.108 -0.073
0.337 -0.979 0.431
-0.419 -0.010 -0.339
-0.569 0.363 -0.428
0.220 -0.202 0.886
0.055 -0.717 -0.878
0.182 1.407 0.559
-0.083 -0.004 -0.010
-0.488 -0.548 0.316
0.203 -0.583 -0.403
0.080 0.254 0.204
-0.059 -0.081 -0.003
0.065 -0.012 -0.015
-0.278 0.014 0.000
0.116 0.376 -0.137
0.183 0.218 -0.025
0.029 -0.082 0.105
0.011 0.118 -0.020
0.015 -0.133 0.228
0.285 0.085 -0.041
-0.011 0.212 0.026
-0.117 0.066 -0.200
0.388 0.052 -0.274
-0.029 -0.080 0.082
-0.042 0.084 -0.270
-0.035 0.091 -0.034
0.178 0.080 0.072
-0.007 -0.046 -0.128
0.140 0.004 0.438
-0.013 -0.005 -0.036
-0.149 -0.067 0.018
-0.055 0.028 -0.008
-0.003 0.011 0.026
0.001 -0.038 -0.061
-0.077 0.003 -0.176
-0.166 -0.260 0.129
0.155 0.391 -0.116
-0.052 -0.057 -0.016
-0.216 0.106 0.075
0.107 0.012 -0.108
-0.537 -0.067 0.406
0.010 0.016 -0.012
0.117 -0.114 0.012
0.012 -0.079 -0.102
0.006 -0.067 0.023
-0.041 0.045 0.017
0.159 0.062 -0.181
-0.030 0.002 0.082
0.022 0.171 -0.169
0.011 -0.094 0.011
0.107 -0.085 -0.052
-0.056 0.058 -0.075
0.099 -0.375 0.206
-0.008 0.017 -0.004
-0.060 0.068 0.092
0.036 0.054 0.023
0.010 -0.009 0.016
-0.056 0.035 -0.034
-0.038 0.171 -0.074
-0.045 -0.073 0.093
0.163 0.077 -0.191
-0.041 -0.003 0.041
0.022 0.143 0.086
0.040 0.022 -0.027
-0.244 0.136 0.205
0.018 -0.014 -0.027
-0.034 -0.117 -0.035
-0.049 0.002 -0.065
0.029 -0.009 0.006
0.028 -0.088 -0.055
-0.002 0.060 -0.261
0.195 -0.048 0.316
-0.234 -0.072 -0.128
0.075 -0.001 0.038
0.041 -0.156 0.046
-0.101 0.023 0.009
0.363 -0.075 0.185
-0.036 0.006 -0.006
0.009 0.126 -0.042
-0.002 -0.002 -0.073
0.024 -0.004 -0.004
-0.059 0.046 0.000
-0.154 0.034 -0.093